No. 1
DFT (ωB97M-V with the def2-TZVPD basis set) results for a structure of composition C36H35InN5O9S2Se.

Results
- net charge = -1
- E (Eh) = -5731.78223
- highest occupied orbital energy (eV) = -5.459

Cartesian coordinates (Å):
In (0.246, -0.151, 1.236)
C (0.192, 3.414, 1.422)
C (-0.795, 2.537, 0.684)
C (-0.842, 2.574, -0.726)
C (0.187, 3.388, -1.476)
C (-1.844, 1.893, -1.414)
C (-1.924, 1.942, -2.920)
C (-2.817, 1.147, -0.714)
C (-3.834, 0.369, -1.516)
C (-2.816, 1.158, 0.680)
C (-3.946, 0.556, 1.480)
C (-1.783, 1.825, 1.388)
C (-1.908, 1.950, 2.889)
H (1.116, 2.897, 1.706)
H (-0.244, 3.806, 2.339)
H (0.476, 4.270, 0.815)
H (-0.139, 4.427, -1.583)
H (0.359, 3.003, -2.476)
H (1.150, 3.394, -0.966)
H (-1.422, 1.082, -3.379)
H (-1.482, 2.848, -3.328)
H (-2.955, 1.899, -3.263)
H (-4.593, 1.026, -1.946)
H (-4.353, -0.382, -0.928)
H (-3.370, -0.160, -2.349)
H (-3.614, -0.313, 2.050)
H (-4.783, 0.267, 0.854)
H (-4.321, 1.278, 2.206)
H (-2.735, 2.628, 3.120)
H (-1.008, 2.329, 3.361)
H (-2.123, 0.989, 3.351)
O (2.339, 2.384, 3.968)
S (1.915, 1.031, 3.723)
O (0.583, 0.625, 4.084)
N (2.007, 0.675, 2.146)
C (3.104, 1.055, 1.378)
C (4.340, 1.433, 1.847)
C (5.371, 1.796, 0.955)
C (5.191, 1.784, -0.396)
C (3.937, 1.393, -0.919)
C (3.652, 1.327, -2.301)
C (2.420, 0.923, -2.726)
C (1.451, 0.581, -1.768)
N (1.685, 0.634, -0.480)
C (2.904, 1.031, -0.035)
C (3.066, -0.024, 4.565)
C (3.034, -1.392, 4.330)
C (3.916, -2.207, 5.023)
C (4.808, -1.659, 5.936)
C (4.825, -0.290, 6.162)
C (3.951, 0.538, 5.472)
H (4.533, 1.469, 2.908)
H (6.328, 2.088, 1.368)
H (5.988, 2.063, -1.074)
H (4.423, 1.598, -3.013)
H (2.171, 0.859, -3.776)
H (0.464, 0.246, -2.063)
H (2.333, -1.814, 3.619)
H (3.901, -3.275, 4.849)
H (5.491, -2.302, 6.475)
H (5.520, 0.136, 6.875)
H (3.947, 1.608, 5.627)
O (-1.568, -3.167, 0.964)
Se (-0.758, -2.616, 2.352)
O (0.828, -2.314, 1.996)
O (-1.294, -1.035, 2.508)
O (-1.036, -3.611, 3.557)
O (-5.656, -1.204, -4.276)
S (-5.094, -1.582, -5.560)
O (-5.982, -2.333, -6.421)
O (-4.338, -0.526, -6.220)
C (-3.750, -2.744, -5.139)
N (-3.308, -3.575, -6.086)
C (-2.256, -4.314, -5.765)
C (-1.606, -4.225, -4.543)
C (-2.143, -3.328, -3.633)
N (-3.224, -2.610, -3.930)
C (-1.542, -3.012, -2.314)
C (-2.346, -2.595, -1.320)
C (-1.756, -1.990, -0.125)
N (-0.524, -1.372, -0.349)
C (0.328, -2.081, -1.168)
C (-0.117, -2.922, -2.129)
H (-1.903, -5.006, -6.525)
H (-0.739, -4.831, -4.317)
H (-3.418, -2.582, -1.452)
H (-2.445, -1.338, 0.397)
H (1.387, -1.893, -1.056)
H (0.584, -3.395, -2.801)

Mulliken atomic charge list, values in e, 4 entries: In 1.80; C -2.15; C 0.84; C 1.59

No. 2
DFT (ωB97M-V with the def2-TZVPD basis set) results for the ion C9H15N2O2S with charge +1 at a distorted geometry.

Results
- net charge = +1
- SMILES = Cc1ccc(S(=O)(=O)[N+](C)(C)N)cc1
- E (Eh) = -1009.73860
- highest occupied orbital energy (eV) = -13.449

Cartesian coordinates (Å):
C (-3.218, 2.051, -2.412)
C (-2.289, 1.196, -1.651)
C (-1.088, 0.849, -2.290)
C (-0.225, -0.019, -1.672)
C (-0.520, -0.459, -0.364)
S (0.505, -1.801, 0.396)
O (-0.092, -2.452, 1.527)
O (1.309, -2.557, -0.429)
N (1.857, -0.781, 1.363)
C (1.274, 0.392, 2.061)
C (2.906, -0.201, 0.552)
N (2.504, -1.848, 2.218)
C (-1.662, -0.151, 0.286)
C (-2.576, 0.654, -0.414)
H (-3.970, 1.406, -2.703)
H (-3.863, 2.852, -1.798)
H (-2.746, 2.684, -3.276)
H (-0.768, 1.083, -3.292)
H (0.699, -0.468, -2.170)
H (0.713, 1.011, 1.428)
H (0.664, -0.066, 2.822)
H (1.919, 1.041, 2.480)
H (2.489, 0.413, -0.253)
H (3.748, 0.095, 1.154)
H (3.456, -0.845, -0.137)
H (2.104, -2.770, 2.059)
H (2.249, -1.596, 3.164)
H (-1.910, -0.512, 1.177)
H (-3.472, 0.798, 0.171)

Mulliken atomic charge list, values in e, 4 entries: C -1.30; C 0.78; C -0.74; C -0.41

No. 3
DFT (ωB97M-V with the def2-TZVPD basis set) results for a structure of composition C18H36ClHfO18 at a distorted geometry.

Results
- net charge = +3
- E (Eh) = -2569.05403
- highest occupied orbital energy (eV) = -18.549

Cartesian coordinates (Å):
Hf (0.174, 1.128, 0.773)
Cl (1.537, 3.280, 1.814)
C (-4.525, -1.104, 2.518)
O (-3.243, -0.906, 1.855)
C (-3.082, -0.113, 0.760)
O (-1.967, 0.285, 0.384)
O (-4.247, -0.111, 0.005)
C (-4.194, 0.293, -1.366)
H (-4.196, -1.769, 3.317)
H (-5.189, -1.695, 1.887)
H (-4.920, -0.107, 2.709)
H (-5.190, 0.253, -1.806)
H (-3.531, -0.376, -1.914)
H (-3.731, 1.272, -1.487)
C (4.932, -1.995, 0.993)
O (3.847, -1.101, 0.859)
C (3.373, -0.312, 1.852)
O (2.287, 0.284, 1.676)
O (4.103, -0.348, 2.972)
C (3.684, 0.296, 4.197)
H (4.934, -2.635, 0.111)
H (4.873, -2.579, 1.911)
H (5.841, -1.397, 0.921)
H (3.343, 1.322, 4.061)
H (4.486, 0.152, 4.921)
H (2.804, -0.299, 4.441)
C (4.176, -0.457, -2.878)
O (2.942, -0.154, -2.312)
C (2.733, 1.063, -1.690)
O (1.811, 1.189, -0.876)
O (3.621, 2.053, -2.125)
C (3.625, 3.342, -1.548)
H (4.788, -0.989, -2.150)
H (4.738, 0.400, -3.249)
H (4.004, -1.079, -3.757)
H (2.699, 3.872, -1.770)
H (4.472, 3.957, -1.853)
H (3.639, 3.244, -0.463)
C (-5.075, 2.957, 2.961)
O (-3.785, 2.394, 2.572)
C (-2.644, 3.094, 2.200)
O (-1.638, 2.464, 1.802)
O (-2.800, 4.444, 2.249)
C (-1.804, 5.353, 1.790)
H (-5.425, 3.565, 2.127)
H (-5.001, 3.506, 3.900)
H (-5.812, 2.163, 3.084)
H (-0.905, 5.376, 2.408)
H (-2.172, 6.378, 1.786)
H (-1.393, 5.084, 0.817)
C (-2.311, -3.027, -2.732)
O (-1.418, -2.208, -1.962)
C (-0.911, -1.026, -2.369)
O (-0.327, -0.283, -1.585)
O (-1.331, -0.740, -3.695)
C (-1.007, 0.388, -4.510)
H (-1.848, -3.368, -3.658)
H (-3.205, -2.612, -3.197)
H (-2.615, -3.797, -2.024)
H (-1.939, 0.673, -4.998)
H (-0.318, 0.164, -5.324)
H (-0.841, 1.312, -3.955)
C (-0.631, -4.073, 0.900)
O (0.715, -3.722, 0.481)
C (0.977, -2.455, 0.341)
O (0.376, -1.430, 0.779)
O (1.961, -2.281, -0.636)
C (2.538, -3.260, -1.400)
H (-0.779, -5.109, 0.595)
H (-1.432, -3.529, 0.399)
H (-0.697, -3.966, 1.982)
H (1.848, -3.516, -2.204)
H (2.730, -4.095, -0.726)
H (3.471, -2.979, -1.890)

Mulliken atomic charge list, values in e, 4 entries: Hf 2.91; Cl -0.37; C -0.40; O -0.23

No. 4
DFT (ωB97M-V with the def2-TZVPD basis set) results for a cluster of 2 separate species, C10H25N3O4 in total at a distorted geometry.

Results
- E (Eh) = -860.81578
- highest occupied orbital energy (eV) = -6.895

Cartesian coordinates (Å):
C (-0.430, 1.801, 3.040)
C (-0.341, 3.239, 2.190)
C (0.063, 2.823, 0.657)
N (-1.093, 2.633, -0.292)
N (-1.971, 1.638, 0.085)
C (-1.436, 0.215, -0.102)
C (-1.876, -0.432, -1.543)
C (-0.644, -0.752, -2.574)
C (0.646, 0.248, -2.464)
C (1.895, -0.307, -1.564)
O (1.972, -1.769, -1.422)
C (3.046, -2.108, -0.466)
C (2.504, -2.486, 1.035)
H (0.063, 1.865, 4.100)
H (0.011, 0.899, 2.395)
H (-1.586, 1.563, 3.191)
H (0.544, 3.832, 2.679)
H (-1.380, 3.822, 2.256)
H (0.831, 1.909, 0.647)
H (0.697, 3.739, 0.227)
H (-1.645, 3.535, -0.247)
H (-2.800, 1.704, -0.581)
H (-2.375, 1.725, 1.043)
H (-2.002, -0.429, 0.731)
H (-0.292, 0.106, 0.156)
H (-2.675, 0.188, -2.142)
H (-2.396, -1.482, -1.315)
H (-0.405, -1.895, -2.485)
H (-1.087, -0.602, -3.673)
H (0.395, 1.337, -2.078)
H (1.065, 0.390, -3.570)
H (2.890, 0.021, -2.137)
H (1.983, 0.153, -0.490)
H (3.743, -1.146, -0.379)
H (3.691, -2.985, -0.925)
H (1.346, -2.746, 0.984)
H (2.704, -1.558, 1.728)
H (3.067, -3.449, 1.457)
N (-1.680, -3.809, 0.462)
O (-1.422, -4.411, -0.594)
O (-0.764, -3.298, 1.126)
O (-2.856, -3.719, 0.854)

Mulliken atomic charge list, values in e, 4 entries: C -0.64; C -0.45; C -0.31; N -0.45

No. 5
DFT (ωB97M-V with the def2-TZVPD basis set) results for the molecule C4H4IN at a distorted geometry.

Results
- SMILES = C=C=C1CN1I
- E (Eh) = -507.08085
- highest occupied orbital energy (eV) = -8.503

Cartesian coordinates (Å):
C (-1.050, 1.114, -1.846)
C (-0.332, 0.471, -0.911)
C (0.252, -0.260, 0.017)
C (1.375, -0.732, 1.130)
N (-0.044, -1.124, 1.117)
I (-1.634, -0.881, 2.461)
H (-1.364, 2.157, -1.636)
H (-1.275, 0.782, -2.857)
H (2.140, -1.588, 0.758)
H (1.933, 0.060, 1.766)

Mulliken atomic charge list, values in e, 4 entries: C -0.85; C 0.28; C 0.11; C -0.20

No. 6
DFT (ωB97M-V with the def2-TZVPD basis set) results for a structure of composition C35H35AgClN2O5S.

Results
- net charge = -1
- E (Eh) = -2845.92504
- highest occupied orbital energy (eV) = -4.781

Cartesian coordinates (Å):
Ag (1.066, 0.697, 0.905)
C (5.230, 2.205, 2.651)
C (4.065, 1.319, 2.199)
C (4.141, -0.058, 2.853)
C (2.750, 2.036, 2.449)
C (2.358, 3.075, 1.591)
C (1.223, 3.828, 1.846)
C (0.420, 3.571, 2.955)
C (-0.847, 4.354, 3.178)
C (0.792, 2.533, 3.798)
C (1.935, 1.774, 3.551)
H (6.187, 1.721, 2.435)
H (5.173, 2.385, 3.729)
H (5.215, 3.172, 2.144)
H (4.142, 1.182, 1.117)
H (4.164, 0.021, 3.945)
H (5.060, -0.562, 2.544)
H (3.297, -0.685, 2.559)
H (2.956, 3.283, 0.711)
H (0.931, 4.601, 1.142)
H (-1.595, 4.095, 2.423)
H (-0.664, 5.428, 3.106)
H (-1.274, 4.146, 4.161)
H (0.171, 2.292, 4.655)
H (2.184, 0.964, 4.225)
C (1.662, -3.412, -5.295)
C (1.660, -2.149, -4.472)
C (1.391, -2.191, -3.107)
C (1.415, -1.040, -2.337)
C (1.702, 0.178, -2.941)
C (1.979, 0.243, -4.297)
C (1.955, -0.920, -5.055)
S (1.806, 1.651, -1.946)
O (2.904, 1.391, -1.023)
O (1.989, 2.747, -2.875)
N (0.502, 1.765, -1.067)
C (-0.790, 1.598, -1.536)
C (-1.189, 1.556, -2.860)
C (-2.535, 1.329, -3.220)
C (-3.509, 1.166, -2.281)
C (-3.161, 1.241, -0.909)
C (-4.120, 1.100, 0.119)
C (-3.734, 1.173, 1.423)
C (-2.372, 1.398, 1.707)
N (-1.456, 1.536, 0.789)
C (-1.819, 1.457, -0.522)
H (1.019, -4.174, -4.851)
H (2.671, -3.828, -5.360)
H (1.317, -3.222, -6.313)
H (1.156, -3.142, -2.639)
H (1.218, -1.080, -1.271)
H (2.189, 1.207, -4.743)
H (2.159, -0.872, -6.121)
H (-0.452, 1.714, -3.636)
H (-2.793, 1.287, -4.272)
H (-4.544, 0.997, -2.561)
H (-5.155, 0.917, -0.145)
H (-4.446, 1.048, 2.231)
H (-2.027, 1.431, 2.738)
C (-1.894, -2.886, -1.378)
C (-2.760, -2.998, -0.154)
C (-4.076, -2.553, -0.214)
C (-4.915, -2.628, 0.884)
Cl (-6.574, -2.079, 0.749)
C (-4.457, -3.134, 2.084)
C (-3.144, -3.570, 2.158)
C (-2.296, -3.511, 1.060)
O (-1.066, -4.075, 1.267)
C (0.184, -3.506, 0.861)
C (0.384, -2.018, 1.116)
O (-0.618, -1.280, 1.093)
O (1.588, -1.651, 1.235)
H (-2.507, -2.691, -2.258)
H (-1.331, -3.805, -1.554)
H (-1.188, -2.060, -1.273)
H (-4.448, -2.136, -1.143)
H (-5.110, -3.186, 2.945)
H (-2.744, -3.965, 3.083)
H (0.370, -3.677, -0.201)
H (0.932, -4.062, 1.419)

Mulliken atomic charge list, values in e, 4 entries: Ag 1.15; C -1.61; C 1.17; C -1.53

No. 7
DFT (ωB97M-V with the def2-TZVPD basis set) results for a structure of composition C7H14ClN3O5SiSm at a distorted geometry.

Results
- spin multiplicity = 6
- expectation value of S² = 8.762
- net charge = +1
- E (Eh) = -2222.88489
- highest occupied orbital energy (alpha / beta) (eV) = -12.320 / -12.321

Cartesian coordinates (Å):
Sm (-0.736, 0.313, -0.064)
O (0.775, 0.706, 1.663)
Cl (1.158, -0.663, 1.238)
O (2.241, -1.216, 1.937)
O (1.386, -0.529, -0.231)
O (-0.107, -1.435, 1.331)
N (-1.812, 5.476, 1.116)
C (-0.902, 4.718, 0.460)
C (-1.184, 3.389, 0.100)
N (-0.293, 2.655, -0.543)
C (0.898, 3.191, -0.842)
C (1.151, 4.502, -0.498)
N (0.270, 5.265, 0.150)
H (-2.692, 5.105, 1.423)
H (-1.568, 6.415, 1.376)
H (-2.141, 2.935, 0.324)
H (1.621, 2.584, -1.366)
H (2.104, 4.948, -0.752)
C (-4.447, -1.770, 0.675)
Si (-3.585, -0.454, -0.215)
C (-4.626, 0.524, -1.337)
C (-2.298, -1.344, -1.344)
O (-2.632, 0.528, 0.753)
H (-5.066, -2.360, -0.007)
H (-5.094, -1.351, 1.450)
H (-3.730, -2.436, 1.161)
H (-5.213, -0.109, -2.010)
H (-4.000, 1.176, -1.953)
H (-5.324, 1.161, -0.784)
H (-2.911, -1.894, -2.061)
H (-1.695, -2.093, -0.821)
H (-1.641, -0.758, -1.977)

Mulliken atomic charge list, values in e, 4 entries: Sm 1.26; O -0.53; Cl 1.82; O -0.50

No. 8
DFT (ωB97M-V with the def2-TZVPD basis set) results for the molecule C3H5NO2 at a distorted geometry.

Results
- SMILES = C1=NOCCO1
- E (Eh) = -322.38308
- highest occupied orbital energy (eV) = -9.631

Cartesian coordinates (Å):
C (0.166, 1.451, 0.067)
N (-1.082, 1.267, 0.056)
O (-1.551, 0.044, -0.248)
C (-0.592, -0.943, 0.329)
C (0.715, -0.568, -0.222)
O (1.206, 0.526, 0.101)
H (0.429, 2.625, 0.047)
H (-0.850, -1.823, -0.092)
H (-0.504, -0.898, 1.510)
H (0.443, -0.395, -1.333)
H (1.621, -1.286, -0.215)

Mulliken atomic charge list, values in e, 4 entries: C 0.07; N -0.30; O -0.21; C -0.35